Version one
C4H8 in the gas phase, computed with wB97M-V/def2-TZVPD.

Each line ends with the natural charge from an NBO analysis.
CARTESIAN COORDINATES (ANGSTROEM)
C: -1.0461 0.3708 -0.9439  -0.6015
C: -0.4126 0.0803 0.3994  -0.2305
C: 1.0407 0.4382 0.5564  -0.4235
C: 0.6281 -1.0055 0.4943  -0.4194
H: -2.0605 -0.0384 -1.0147  0.2099
H: -0.4468 -0.0660 -1.7490  0.2020
H: -1.1143 1.4524 -1.1092  0.2070
H: -1.1220 0.2394 1.2067  0.2116
H: 1.4450 0.8076 1.4963  0.2154
H: 1.5074 0.8798 -0.3207  0.2071
H: 0.7539 -1.5940 1.4008  0.2150
H: 0.8272 -1.5646 -0.4163  0.2069

Output
**HOMO energy**: -10.197 eV
**LUMO level**: 1.36 eV
**2S+1**: 1
**M**: 56.1 g mol⁻¹
**Kohn-Sham gap**: 11.6 eV
**SMILES**: CC1CC1
**Total charge**: 0



Version two
2 unconnected molecules or ions with the total composition C4H8, computed with wB97M-V/def2-TZVPD.

Each line ends with the natural charge from an NBO analysis.
CARTESIAN COORDINATES (ANGSTROEM)
C: 0.5163 1.4339 0.3662  -0.3725
C: 1.4747 1.6413 -0.5276  -0.3990
H: -0.3082 2.1581 0.4618  0.1896
H: 0.4320 0.5589 0.9857  0.1950
H: 1.7220 2.6588 -0.7999  0.1945
H: 2.1617 0.8693 -0.8607  0.1904
C: -0.5662 -1.8286 0.5172  -0.3978
C: -1.4737 -1.3214 -0.2884  -0.3718
H: 0.3833 -2.1483 0.0677  0.1971
H: -0.5337 -1.7372 1.5943  0.1928
H: -1.4301 -1.5413 -1.3485  0.1846
H: -2.3782 -0.7434 -0.1678  0.1972

Output
**HOMO energy**: -9.546 eV
**LUMO level**: 1.27 eV
**2S+1**: 1
**M**: 56.1 g mol⁻¹
**Kohn-Sham gap**: 10.8 eV
**SMILES**: C=C.C=C
**Total charge**: 0



Version three
C4H8 in the gas phase, computed with wB97M-V/def2-TZVPD.

Each line ends with the natural charge from an NBO analysis.
CARTESIAN COORDINATES (ANGSTROEM)
C: 0.9072 0.0368 -0.5499  -0.4003
C: 0.5024 -0.5828 0.7956  -0.4066
C: -0.9631 -0.1931 0.5512  -0.4007
C: -0.5047 0.6214 -0.7210  -0.4052
H: 1.1501 -0.5911 -1.3705  0.2001
H: 1.6704 0.8524 -0.5732  0.1966
H: 0.9245 0.0939 1.6102  0.1944
H: 0.8775 -1.5691 1.0363  0.2094
H: -1.3149 0.3966 1.3947  0.2069
H: -1.6694 -1.0530 0.2773  0.2050
H: -0.8994 0.3176 -1.6946  0.1970
H: -0.6807 1.6705 -0.7560  0.2033

Output
**HOMO energy**: -10.437 eV
**LUMO level**: 1.31 eV
**2S+1**: 1
**M**: 56.1 g mol⁻¹
**Kohn-Sham gap**: 11.7 eV
**SMILES**: C1CCC1
**Total charge**: 0



Q: Which of them is the most stable? A: version one.



Version one
2 unconnected molecules or ions with the total composition C4H8, computed with wB97M-V/def2-TZVPD.

Each line ends with the natural charge from an NBO analysis.
CARTESIAN COORDINATES (ANGSTROEM)
C: 1.6735 -0.3247 0.3701  -0.3647
C: 1.2207 0.6546 -0.2661  -0.3837
C: -1.8388 0.2759 0.2324  -0.4068
C: -0.9972 -0.5858 -0.2812  -0.4079
H: 2.1817 -1.0815 -0.1441  0.1933
H: 1.1883 -0.7323 1.3442  0.1910
H: 1.6157 0.6627 -1.2743  0.2038
H: 0.5260 1.3690 -0.0162  0.2082
H: -2.9507 0.2472 0.0602  0.1914
H: -1.5336 1.2710 0.6613  0.1750
H: -1.4189 -1.5070 -0.7746  0.1939
H: 0.0426 -0.3490 -0.1876  0.2064

Output
**HOMO energy**: -9.456 eV
**LUMO level**: 1.33 eV
**2S+1**: 1
**M**: 56.1 g mol⁻¹
**Kohn-Sham gap**: 10.8 eV
**SMILES**: C=C.C=C
**Total charge**: 0



Version two
C4H8 in the gas phase, computed with wB97M-V/def2-TZVPD.

Each line ends with the natural charge from an NBO analysis.
CARTESIAN COORDINATES (ANGSTROEM)
C: 1.2526 -0.6796 -0.0122  -0.6110
C: 0.4007 0.3179 0.7783  -0.4470
C: -1.5168 0.0550 -0.8309  -0.4159
C: -0.8419 0.7787 0.0567  -0.1639
H: 2.2891 -0.6780 0.3384  0.2123
H: 1.2556 -0.4166 -1.0750  0.2107
H: 0.8753 -1.7039 0.0739  0.2047
H: 1.0033 1.1946 1.0427  0.2068
H: -1.2116 -0.9565 -1.0882  0.1902
H: -2.4082 0.4329 -1.3226  0.2007
H: 0.0983 -0.1253 1.7381  0.2161
H: -1.1964 1.7807 0.3007  0.1964

Output
**HOMO energy**: -9.599 eV
**LUMO level**: 1.26 eV
**2S+1**: 1
**M**: 56.1 g mol⁻¹
**Kohn-Sham gap**: 10.9 eV
**SMILES**: C=CCC
**Total charge**: 0



Q: Which of them is the most stable? A: version two.



Version one
C4H5FO2 in the gas phase, computed with wB97M-V/def2-TZVPD.

Each line ends with the natural charge from an NBO analysis.
CARTESIAN COORDINATES (ANGSTROEM)
C: 1.2927 -0.7067 -0.8616  0.7392
C: 0.0627 0.1316 -1.2415  0.0916
C: -0.4628 -0.5245 0.3837  0.1120
C: -0.5724 0.6791 1.3447  -0.6463
O: 2.2796 -0.9363 -1.4639  -0.5127
O: 0.8925 -1.0811 0.3788  -0.4945
F: -0.6660 -0.1488 -2.3869  -0.3416
H: 0.1577 1.2482 -1.3817  0.1977
H: -1.2141 -1.1844 0.4654  0.1847
H: -0.5115 0.1502 2.3405  0.2193
H: -1.5280 1.0905 1.0394  0.2280
H: 0.2696 1.2823 1.3829  0.2226

Output
**HOMO energy**: -10.516 eV
**LUMO level**: 0.78 eV
**2S+1**: 1
**M**: 104.1 g mol⁻¹
**Kohn-Sham gap**: 11.3 eV
**SMILES**: C[C@@H]1OC(=O)[C@H]1F
**Total charge**: 0



Version two
2 unconnected molecules or ions with the total composition C4H5FO2, computed with wB97M-V/def2-TZVPD.

Each line ends with the natural charge from an NBO analysis.
CARTESIAN COORDINATES (ANGSTROEM)
C: 2.2626 -0.7332 -0.0385  0.6966
C: 1.5843 0.5030 0.0551  0.4583
C: -1.8695 -0.1768 0.5010  -0.7032
C: -1.0675 0.2729 -0.6040  -0.2554
O: 2.6590 -1.7042 0.4956  -0.5099
O: 2.3331 0.0308 -1.0690  -0.4390
F: 1.9310 1.6623 0.5720  -0.3008
H: -2.8958 0.0320 0.3523  0.2276
H: -1.5351 0.3448 1.3815  0.2345
H: -1.7279 -1.2204 0.4837  0.2191
H: -1.0490 1.3707 -0.7742  0.1814
H: -0.6252 -0.3820 -1.3555  0.1907

Output
**HOMO energy (spin up / spin down)**: -8.428 / -9.288 eV
**LUMO level (spin up / spin down)**: -0.62 / 0.19 eV
**2S+1**: 1
**M**: 104.1 g mol⁻¹
**Kohn-Sham gap (spin up / spin down)**: 7.8 / 9.5 eV
**Total charge**: 0



Version three
C4H5FO2 in the gas phase, computed with wB97M-V/def2-TZVPD.

Each line ends with the natural charge from an NBO analysis.
CARTESIAN COORDINATES (ANGSTROEM)
C: -1.3618 -0.0364 -0.0127  0.7443
C: -0.3501 1.1235 -0.1133  -0.3012
C: 0.9961 1.2283 -0.0163  -0.2234
C: 2.0341 0.2073 0.1213  0.0027
H: 0.0645 -1.2301 0.0857  0.4929
H: -0.9470 2.0916 0.0059  0.2397
H: 1.3821 2.2374 0.0175  0.2316
H: 2.9178 0.3875 -0.6138  0.2059
H: 2.4115 0.3141 1.1452  0.2053
O: -0.9176 -1.2494 0.0761  -0.6526
O: -2.5624 0.1783 0.0122  -0.5754
F: 1.5667 -1.1520 -0.1356  -0.3697

Output
**HOMO energy**: -10.308 eV
**LUMO level**: 0.40 eV
**2S+1**: 1
**M**: 104.1 g mol⁻¹
**Kohn-Sham gap**: 10.7 eV
**SMILES**: O=C(O)/C=C\CF
**Total charge**: 0



Version four
C4H5FO2 in the gas phase, computed with wB97M-V/def2-TZVPD.

Each line ends with the natural charge from an NBO analysis.
CARTESIAN COORDINATES (ANGSTROEM)
C: -1.4154 -0.0715 0.4392  0.2639
C: -0.0774 0.6839 0.4824  -0.0164
C: 1.8995 0.0057 -0.1988  0.2012
C: -0.1680 -0.6634 -0.1188  -0.0151
H: -1.7962 -0.2328 1.4331  0.1990
H: 0.1506 0.5879 1.5293  0.1680
H: 2.7064 0.1066 0.5428  0.1702
H: 2.3249 -0.0833 -1.2268  0.1667
H: -0.3133 -0.5195 -1.1755  0.1766
O: 1.0293 1.1882 -0.2180  -0.4958
O: 1.1270 -1.1833 0.1426  -0.4988
F: -2.4172 0.0415 -0.4582  -0.3196

Output
**HOMO energy**: -9.583 eV
**LUMO level**: 0.91 eV
**2S+1**: 1
**M**: 104.1 g mol⁻¹
**Kohn-Sham gap**: 10.5 eV
**SMILES**: FC1[C@@H]2OCO[C@@H]12
**Total charge**: 0



Q: Which of them is the most stable? A: version three.